Density functional theory data (ωB97M-V/def2-TZVPD) for C6H10 in the gas phase.

Maximum force   0.315 eV Å⁻¹
HOMO energy   -0.3456 Ha
Energy relative to the best compared isomer or geometry (same formula, charge and spin)   36.5 kcal per mole
SMILES   C=C=CCCC
Spin multiplicity   1
Orbital gap   0.3880 hartree

XYZ file:
```
16
Properties=species:S:1:pos:R:3:forces:R:3
C 0.7274 -0.7766 -0.8064 0.0533 0.0101 -0.1463
C 0.5986 0.7374 -0.5845 0.1294 0.0125 -0.1210
C -0.8044 1.3247 -0.7835 -0.0399 -0.0129 -0.0476
C -0.5330 -0.2526 2.2730 -0.0296 -0.1170 0.0131
C -0.3512 -1.1090 1.3057 0.0743 0.2013 -0.0400
C -0.0048 -1.6703 0.1809 -0.0388 0.2166 0.2123
H 1.2686 1.1836 -1.3249 -0.0225 0.0955 0.0413
H 0.3843 -0.9970 -1.8242 0.0191 -0.0631 0.0842
H 1.7960 -1.0321 -0.7707 -0.1547 -0.0419 -0.1031
H 0.9924 1.0319 0.3967 -0.0724 -0.1486 -0.1827
H -1.4380 1.2596 0.1072 0.1865 -0.1063 -0.1436
H -0.7334 2.3850 -1.0509 -0.0349 -0.1560 0.0495
H -1.3297 0.8113 -1.5966 0.0654 0.0820 0.0523
H 0.2469 -0.0869 3.0102 -0.1813 -0.1066 0.0937
H -1.4251 0.3661 2.3134 0.0264 -0.1654 0.1426
H -0.1691 -2.7237 -0.0506 0.0196 0.2997 0.0952
```
Forces are in eV/Å.

Here are the Löwdin charges for atoms 1 to 5, given in e:
1 C -0.217
2 C -0.274
3 C -0.105
4 C -0.010
5 C -0.128